1.
{
  "formula": "C3H7NO7S",
  "method": "ωB97M-V/def2-TZVPD",
  "species": ["C", "C", "C", "N", "O", "O", "O", "O", "O", "O", "O", "S", "H", "H", "H", "H", "H", "H", "H"],
  "coordinates": [[0.11155, -0.49496, -0.20144], [0.19932, 0.95873, 0.11720], [1.42589, -0.83091, -1.08846], [0.89981, 1.30376, 1.22652], [-3.42900, 0.12442, -0.88065], [-2.46550, -1.29138, 0.86861], [-1.01521, -0.68176, -0.92627], [-1.64061, 0.96211, 0.74122], [0.11874, -1.21770, 0.98710], [0.13828, 1.84435, -0.88808], [2.61627, -0.90053, -0.39541], [-2.29567, -0.18163, -0.02435], [1.49948, -0.06233, -1.73100], [1.09444, -1.63498, -1.64341], [1.04015, 2.33733, 1.26279], [0.68846, 0.72580, 2.13592], [-0.84413, -1.25773, 1.40093], [-0.62217, 1.50740, -1.44425], [2.47992, -1.21000, 0.48304]],
  "forces_ev_per_angstrom": [[2.4, -0.6, 1.2], [0.8, 1.4, 1.6], [-2.0, -0.1, 3.3], [-1.0, 0.3, 0.3], [2.3, 0.0, 0.8], [-0.5, -0.5, 0.6], [-1.3, 0.2, -1.9], [-0.9, -0.7, -1.6], [-0.8, -0.3, 0.9], [-0.9, -1.1, 0.4], [0.4, 0.2, -0.7], [-2.2, 0.9, 0.6], [0.4, 2.8, -2.4], [-0.1, -2.5, -1.0], [-0.2, -1.4, 0.6], [0.7, 1.6, -2.7], [1.9, -0.1, -1.3], [1.1, 0.6, 0.3], [-0.3, -0.7, 1.1]],
  "total_charge": 0,
  "e_above_lowest_ev": 0.985
}


2.
{
  "formula": "C18H17I2N2O2PS",
  "method": "ωB97M-V/def2-TZVPD",
  "species": ["C", "O", "C", "C", "C", "C", "C", "C", "C", "S", "C", "C", "C", "C", "I", "C", "C", "P", "O", "I", "N", "H", "H", "H", "H", "H", "H", "H", "H", "H", "H", "H", "H", "C", "C", "C", "N", "C", "H", "H", "H", "H", "H"],
  "coordinates": [[-5.08606, -2.93945, 1.81555], [-4.85884, -3.23322, 3.18216], [-4.17880, -2.18156, 3.87377], [-2.70613, -2.17419, 3.48956], [-1.81580, -3.15148, 3.88214], [-0.50132, -3.11524, 3.48473], [-0.02936, -2.10201, 2.66224], [-0.92942, -1.12517, 2.29692], [-2.24704, -1.13673, 2.69083], [-0.28442, 0.17563, 1.23924], [0.78904, -0.80025, 0.19108], [1.46517, -1.82211, 0.83382], [2.31423, -2.64144, 0.10647], [2.46402, -2.43122, -1.24621], [3.75606, -3.75422, -2.27176], [1.79293, -1.41778, -1.87386], [0.93731, -0.57989, -1.18409], [0.01698, 0.74685, -2.07943], [-1.53897, 0.78726, -1.53552], [0.95360, 2.87366, -1.20427], [1.31838, -2.08495, 2.23012], [-4.45013, -2.13815, 1.41627], [-6.13306, -2.65847, 1.62158], [-4.86564, -3.85128, 1.24471], [-4.33245, -2.35647, 4.94415], [-4.62660, -1.21768, 3.58342], [-2.16239, -3.96522, 4.51877], [0.22706, -3.86800, 3.79113], [-2.94548, -0.35926, 2.38542], [2.81870, -3.45897, 0.62041], [1.93750, -1.28653, -2.94659], [-1.76063, -0.03020, -1.06420], [1.74896, -2.99027, 2.38118], [3.33866, 6.67661, -5.30823], [3.72231, 7.09925, -4.00751], [3.50662, 6.04701, -3.15749], [3.00463, 5.00832, -3.89192], [2.90369, 5.38194, -5.20360], [3.37862, 7.25622, -6.21573], [4.11212, 8.06435, -3.72871], [3.66547, 5.94830, -2.09674], [2.74939, 4.10901, -3.52339], [2.53110, 4.69702, -5.94643]],
  "forces_ev_per_angstrom": [[-0.1, -0.4, -0.5], [0.0, 0.4, 0.2], [0.1, -0.4, -0.5], [-0.8, 0.9, 0.1], [-0.2, -0.7, 0.6], [0.9, -0.3, -0.1], [-0.3, -0.5, 0.6], [1.1, 1.0, -1.2], [-0.4, -0.2, 0.2], [-0.1, 0.1, 0.0], [-0.7, 0.2, 0.8], [0.4, -0.3, 0.3], [0.0, -0.2, 0.2], [0.8, -0.9, 0.3], [-0.3, 0.4, 0.0], [0.0, 0.5, -1.7], [-0.8, 0.4, 1.5], [0.0, 0.1, -1.5], [0.7, -0.6, 0.0], [0.0, -0.3, 0.3], [-0.4, 0.1, -1.1], [0.0, -0.2, 0.2], [0.2, 0.0, 0.2], [-0.1, 0.2, 0.1], [0.0, 0.0, -0.2], [0.1, -0.1, 0.3], [0.1, 0.1, -0.1], [-0.4, 0.0, 0.1], [0.3, 0.0, -0.1], [0.0, 0.2, -0.2], [-0.1, 0.1, 0.2], [-0.1, 0.3, 0.3], [0.0, 0.2, 0.5], [0.0, 0.0, 0.0], [0.0, 0.0, 0.0], [0.0, -0.1, 0.1], [0.1, 0.0, -0.1], [0.0, -0.1, 0.0], [0.0, 0.0, 0.0], [0.0, 0.0, 0.0], [0.0, 0.0, 0.0], [0.0, 0.0, 0.0], [0.0, 0.0, 0.0]],
  "total_charge": 0
}


3.
{
  "formula": "C3H6O2",
  "method": "ωB97M-V/def2-TZVPD",
  "species": ["O", "C", "C", "C", "O", "H", "H", "H", "H", "H", "H"],
  "coordinates": [[-0.65372, -1.69469, -0.54896], [-0.84995, -0.47880, 0.08815], [0.33961, 0.05143, 0.89769], [0.66023, 0.85731, -0.36426], [-0.58918, 0.47469, -0.97685], [-0.38070, -1.24304, -1.38242], [-1.85555, -0.39232, 0.52341], [0.04853, 0.67559, 1.74333], [1.05859, -0.70750, 1.20842], [0.68338, 1.94063, -0.25854], [1.53875, 0.51670, -0.92997]],
  "forces_ev_per_angstrom": [[0.1, 0.1, -0.4], [-0.1, 0.5, -0.1], [0.1, 0.0, 0.2], [0.3, 0.4, 0.1], [-0.4, 0.5, 0.4], [-0.1, -1.5, -0.1], [0.2, -0.1, -0.2], [0.0, -0.1, -0.1], [-0.1, 0.1, -0.1], [0.2, 0.0, 0.1], [-0.3, 0.1, 0.0]],
  "total_charge": 0,
  "e_above_lowest_ev": 1.926
}


4.
{
  "formula": "C4H7O2P",
  "method": "ωB97M-V/def2-TZVPD",
  "species": ["C", "C", "C", "C", "O", "O", "P", "H", "H", "H", "H", "H", "H", "H"],
  "coordinates": [[-0.15597, -0.57615, -0.18109], [-0.96518, 0.27899, 0.09786], [0.22672, -1.94234, -0.61560], [-1.67153, 1.49669, 0.12664], [1.40122, 1.66940, 1.19685], [2.36978, -0.67749, 1.27676], [1.74912, 0.43164, 0.52072], [-0.72541, -2.53403, -0.41008], [1.02587, -2.15345, 0.08157], [0.66192, -1.86729, -1.59495], [-1.05419, 2.33687, 0.00851], [-2.37202, 1.54618, 1.11541], [-2.34700, 1.58168, -0.73274], [1.85667, 0.40931, -0.88986]],
  "forces_ev_per_angstrom": [[-0.7, -1.2, -0.2], [1.0, 0.2, -0.6], [-1.0, 0.7, 1.8], [-3.9, 0.1, 2.4], [-0.3, 1.2, -0.7], [-0.3, 0.1, -1.4], [0.2, -1.0, 1.6], [1.7, 0.2, -0.9], [0.2, -1.0, 0.1], [-0.3, -0.5, -0.7], [1.2, 1.1, 0.5], [1.8, 0.3, -2.3], [-0.1, -0.4, 0.1], [0.5, 0.3, 0.4]],
  "total_charge": 0,
  "e_above_lowest_ev": 2.244
}


| no. | HOMO level (Eh) | lowest unoccupied orbital energy (eV) | frontier orbital gap (eV) |
| --- | --- | --- | --- |
| 1 | -0.39779 | 0.241 | 11.066 |
| 2 | -0.29611 | -0.523 | 7.535 |
| 3 | -0.37948 | 1.057 | 11.384 |
| 4 | -0.38437 | -0.034 | 10.425 |